1.
Below is C53H42IrN5Si as an isolated structure, with properties calculated with ωB97M-V with the def2-TZVPD basis set.

Properties
Electronic energy ... -2712.36076 Ha
HOMO-LUMO gap (spin up / spin down) ... 0.21595 / 0.18468 Ha
Energy above the lowest of the compared OMol25 structures with the same formula, charge and spin ... 0.0 kJ/mol
HOMO energy (spin up / spin down) ... -9.66 / -9.67 eV

```
! RIJCOSX wB97M-V def2-TZVPD def2/J DEFGRID3
* xyz 1 2
Ir -0.229 0.268 0.400
C 0.982 7.630 2.032
C 0.724 7.391 0.689
C 0.552 6.094 0.232
C 0.633 5.013 1.110
C 0.923 5.263 2.451
C 1.091 6.562 2.910
C 0.418 3.599 0.680
C -0.727 3.240 -0.017
C -1.695 4.118 -0.648
C -2.554 3.355 -1.351
C -2.215 1.971 -1.087
N -1.091 1.945 -0.317
C -3.022 0.870 -1.362
C -2.983 -0.321 -0.625
C -4.127 -1.162 -0.379
C -3.825 -1.955 0.672
C -2.451 -1.704 1.036
C -1.695 -2.349 2.020
C -2.360 -3.248 3.011
C -3.194 -4.300 2.638
C -3.834 -5.069 3.597
C -3.646 -4.801 4.946
C -2.804 -3.767 5.330
C -2.159 -3.001 4.369
C -0.311 -2.177 2.167
N 0.442 -1.186 1.591
C 1.764 -1.416 1.876
C 2.817 -0.539 1.588
C 4.200 -1.084 1.731
C 4.520 -2.264 1.056
C 5.798 -2.799 1.123
C 6.781 -2.159 1.863
C 6.470 -0.997 2.555
C 5.190 -0.469 2.498
C 2.608 0.809 1.253
C 3.537 1.907 1.328
C 2.820 3.056 1.238
C 1.451 2.695 0.996
N 1.369 1.334 0.972
C 1.845 -2.626 2.655
C 0.584 -3.075 2.850
N -1.976 -0.698 0.216
C -4.134 1.029 -2.353
C -4.004 0.462 -3.617
C -5.025 0.588 -4.550
C -6.189 1.268 -4.222
C -6.330 1.823 -2.957
C -5.307 1.704 -2.026
H 1.103 8.644 2.390
H 0.667 8.218 -0.008
H 0.408 5.917 -0.827
H 0.986 4.433 3.145
H 1.304 6.737 3.957
H -1.722 5.191 -0.566
H -3.390 3.688 -1.945
H -5.069 -1.084 -0.899
H -4.490 -2.638 1.174
H -3.312 -4.550 1.591
H -4.481 -5.881 3.290
H -4.145 -5.404 5.694
H -2.652 -3.548 6.379
H -1.525 -2.177 4.672
H 3.766 -2.746 0.443
H 6.023 -3.716 0.594
H 7.782 -2.568 1.909
H 7.227 -0.502 3.150
H 4.945 0.391 3.106
H 4.604 1.829 1.440
H 3.196 4.066 1.282
H 2.753 -3.060 3.043
H 0.279 -3.961 3.385
H -3.097 -0.073 -3.869
H -4.911 0.150 -5.534
H -6.986 1.363 -4.948
H -7.240 2.346 -2.692
H -5.420 2.130 -1.035
C 1.589 2.592 -2.288
Si 1.171 0.836 -2.617
C -0.055 0.892 -4.023
C 2.843 0.088 -2.969
N 0.404 -0.289 -1.332
C 0.329 -1.609 -1.744
C 0.676 -1.958 -3.094
C 0.713 -3.261 -3.525
C 0.388 -4.305 -2.661
C -0.031 -4.005 -1.373
C -0.086 -2.701 -0.935
H 2.174 2.886 -3.167
H 2.220 2.744 -1.417
H 0.725 3.251 -2.230
H 0.470 0.980 -4.980
H -0.688 1.776 -3.907
H -0.711 0.024 -4.082
H 3.187 0.407 -3.958
H 2.897 -0.997 -2.928
H 3.552 0.480 -2.232
H 0.914 -1.191 -3.810
H 0.993 -3.473 -4.548
H 0.437 -5.332 -3.001
H -0.331 -4.799 -0.700
H -0.454 -2.509 0.042
*
```

Mulliken population analysis, charges in e, atoms 1 to 8: atom 1 (Ir): -0.04, atom 2 (C): -0.43, atom 3 (C): -0.96, atom 4 (C): -0.14, atom 5 (C): -0.41, atom 6 (C): -0.08, atom 7 (C): -0.92, atom 8 (C): 0.83

2.
Below is one molecule with the formula C26H32N4O4, with properties calculated with ωB97M-V with the def2-TZVPD basis set.

Properties
Electronic energy ... -1530.04825 Ha
HOMO-LUMO gap ... 0.32687 Ha
Energy above the lowest of the compared OMol25 structures with the same formula, charge and spin ... 0.0 kJ/mol
HOMO energy ... -8.47 eV
SMILES ... CCCCc1nc2ccccc2c(=O)n1NC(=O)c1c(O)c2c(n(CC(C)C)c1=O)CCCC2

```
! RIJCOSX wB97M-V def2-TZVPD def2/J DEFGRID3
* xyz 0 1
C -4.938 -3.260 1.043
C -4.192 -2.088 0.415
C -3.101 -1.515 1.319
C -2.041 -2.548 1.736
C -1.481 -3.289 0.564
N -1.886 -4.483 0.330
C -1.402 -5.154 -0.761
C -1.872 -6.445 -1.029
C -1.401 -7.134 -2.123
C -0.455 -6.562 -2.973
C 0.019 -5.294 -2.725
C -0.449 -4.580 -1.621
C 0.046 -3.241 -1.343
O 0.889 -2.634 -1.968
N -0.545 -2.656 -0.210
N -0.146 -1.361 0.083
C -0.452 -0.367 -0.787
O -1.358 -0.491 -1.617
C 0.314 0.878 -0.633
C 0.019 1.942 -1.482
O -0.958 1.894 -2.370
C 0.798 3.130 -1.423
C 1.834 3.211 -0.534
N 2.073 2.196 0.346
C 3.052 2.287 1.421
C 2.388 2.527 2.787
C 3.458 2.490 3.874
C 1.629 3.850 2.827
C 1.369 0.995 0.325
O 1.689 0.114 1.133
C 2.745 4.409 -0.522
C 2.558 5.307 -1.744
C 1.078 5.554 -1.988
C 0.431 4.234 -2.375
H -5.316 -2.990 2.027
H -4.281 -4.120 1.137
H -5.782 -3.542 0.418
H -3.748 -2.406 -0.529
H -4.899 -1.286 0.190
H -2.618 -0.689 0.795
H -3.553 -1.113 2.228
H -2.491 -3.285 2.399
H -1.235 -2.035 2.265
H -2.604 -6.873 -0.364
H -1.766 -8.130 -2.327
H -0.096 -7.118 -3.827
H 0.750 -4.825 -3.366
H 0.707 -1.208 0.644
H -1.354 0.971 -2.320
H 3.773 3.074 1.219
H 3.572 1.326 1.458
H 1.683 1.710 2.962
H 3.007 2.636 4.851
H 3.972 1.532 3.873
H 4.193 3.277 3.715
H 1.116 3.954 3.780
H 2.314 4.689 2.721
H 0.882 3.898 2.037
H 2.559 4.993 0.383
H 3.784 4.074 -0.499
H 2.989 4.825 -2.623
H 3.090 6.246 -1.580
H 0.617 5.946 -1.079
H 0.936 6.287 -2.783
H 0.744 3.946 -3.383
H -0.657 4.321 -2.396
*
```

natural (NBO) population analysis, charges in e, atoms 1 to 8: atom 1 (C): -0.62, atom 2 (C): -0.40, atom 3 (C): -0.38, atom 4 (C): -0.46, atom 5 (C): 0.49, atom 6 (N): -0.52, atom 7 (C): 0.26, atom 8 (C): -0.24

3.
Below is a 10-piece molecular cluster, C44H81FIN14O overall, with properties calculated with ωB97M-V with the def2-TZVPD basis set.

Properties
Electronic energy ... -2964.10552 Ha
HOMO-LUMO gap ... 0.31888 Ha
HOMO energy ... -10.85 eV

```
! RIJCOSX wB97M-V def2-TZVPD def2/J DEFGRID3
* xyz 1 1
C 2.448 2.477 1.859
C 0.924 2.437 2.075
C 0.134 2.028 0.793
C -0.857 0.871 1.045
C -1.987 1.601 1.849
C -1.272 -0.104 -0.101
C -0.010 -1.032 -0.373
C 1.407 -0.609 0.036
C 2.364 -1.836 -0.106
C 3.676 -1.484 -0.823
C 4.650 -2.690 -0.705
N 5.793 -2.407 0.185
C -1.645 0.645 -1.424
C -2.369 -0.185 -2.492
C -3.088 0.491 -3.632
O -3.690 1.498 -3.647
I -3.143 -0.647 -5.502
C -0.451 1.442 -2.010
C -0.159 1.716 -3.484
N 1.181 2.375 -3.403
N -0.968 2.750 -4.145
N 0.022 0.541 -4.341
N -2.702 1.634 -0.981
C -3.911 0.994 -0.395
C -3.784 -0.365 0.327
C -2.401 -1.122 0.366
C -2.163 -1.550 1.851
C -3.294 -2.190 2.707
C -3.886 -1.212 3.766
C -4.483 -2.940 2.110
C -2.554 -2.527 -0.333
F -2.100 -3.551 0.519
C -2.014 -2.998 -1.712
C -1.872 -4.537 -1.800
H 2.812 1.723 1.169
H 2.726 3.475 1.529
H 2.929 2.361 2.830
H 0.622 3.442 2.360
H 0.628 1.815 2.920
H 0.915 1.888 0.054
H -0.382 2.942 0.483
H -0.383 0.263 1.807
H -1.582 1.825 2.833
H -2.882 1.031 2.057
H -2.281 2.571 1.438
H 0.043 -1.098 -1.461
H -0.131 -2.015 0.066
H 1.869 0.168 -0.575
H 1.526 -0.283 1.068
H 2.536 -2.300 0.865
H 1.847 -2.575 -0.726
H 3.452 -1.324 -1.879
H 4.114 -0.612 -0.348
H 5.020 -3.012 -1.677
H 4.141 -3.552 -0.273
H 5.388 -2.210 1.098
H 6.206 -1.532 -0.123
H -1.644 -0.852 -2.929
H -3.178 -0.812 -2.113
H -0.497 2.440 -1.573
H 0.487 1.050 -1.644
H 1.825 1.638 -3.122
H 1.449 2.658 -4.336
H -1.715 3.073 -3.550
H -1.348 2.332 -4.986
H 0.269 -0.262 -3.772
H 0.821 0.671 -4.959
H -3.036 2.187 -1.781
H -2.291 2.386 -0.419
H -4.639 0.913 -1.198
H -4.357 1.731 0.269
H -4.153 -0.195 1.330
H -4.558 -1.004 -0.093
H -1.947 -0.686 2.478
H -1.203 -2.046 1.956
H -2.784 -2.917 3.342
H -3.090 -0.640 4.243
H -4.663 -0.575 3.352
H -4.298 -1.850 4.544
H -5.128 -3.264 2.924
H -5.131 -2.399 1.420
H -4.201 -3.861 1.602
H -3.614 -2.756 -0.394
H -2.783 -2.800 -2.459
H -1.084 -2.598 -2.099
H -2.765 -5.038 -1.442
H -0.969 -4.895 -1.323
H -1.835 -4.753 -2.868
C 3.293 -4.944 3.633
C 3.718 -3.551 3.488
N 4.057 -2.466 3.375
H 2.388 -4.992 4.235
H 3.094 -5.372 2.653
H 4.077 -5.518 4.122
C -1.946 3.853 -7.341
C -1.806 4.489 -8.651
N -1.697 4.986 -9.673
H -2.399 4.550 -6.638
H -2.578 2.969 -7.425
H -0.967 3.559 -6.968
C -3.283 2.166 5.940
C -3.909 2.191 4.619
N -4.402 2.210 3.590
H -3.103 1.135 6.244
H -2.336 2.701 5.908
H -3.939 2.641 6.666
C 3.262 4.044 -6.733
C 2.977 2.664 -6.344
N 2.754 1.583 -6.043
H 3.519 4.074 -7.790
H 2.402 4.685 -6.551
H 4.107 4.400 -6.145
C 5.639 -0.029 2.878
C 5.139 0.213 1.528
N 4.756 0.401 0.467
H 5.545 -1.085 3.113
H 6.687 0.255 2.938
H 5.068 0.555 3.598
C 7.410 -4.906 1.386
C 7.019 -3.833 2.298
N 6.715 -2.992 3.008
H 8.034 -5.626 1.911
H 6.520 -5.406 1.009
H 7.968 -4.492 0.549
C -8.184 -0.721 0.873
C -8.076 -1.259 2.230
N -8.007 -1.673 3.288
H -7.724 -1.409 0.166
H -9.231 -0.589 0.612
H -7.679 0.243 0.819
C 4.276 2.977 -1.582
C 4.487 3.844 -2.742
N 4.652 4.523 -3.645
H 3.261 2.584 -1.604
H 4.978 2.148 -1.591
H 4.415 3.551 -0.668
C 0.939 1.500 6.369
C 0.219 2.624 5.768
N -0.338 3.505 5.298
H 1.438 1.828 7.279
H 0.239 0.703 6.614
H 1.682 1.122 5.670
*
```

Mulliken population analysis, charges in e, atoms 1 to 8: atom 1 (C): -0.92, atom 2 (C): -0.78, atom 3 (C): 0.12, atom 4 (C): -0.34, atom 5 (C): -1.56, atom 6 (C): 3.05, atom 7 (C): -2.03, atom 8 (C): 0.73

4.
Below is a 2-piece molecular cluster, C4H8Br2ClN overall, with properties calculated with ωB97M-V with the def2-TZVPD basis set.

Properties
Electronic energy ... -5820.00505 Ha
HOMO-LUMO gap (spin up / spin down) ... 0.24950 / 0.31349 Ha
HOMO energy (spin up / spin down) ... -6.01 / -9.87 eV

```
! RIJCOSX wB97M-V def2-TZVPD def2/J DEFGRID3
* xyz 0 3
C -1.674 -1.587 0.499
C -2.795 -0.532 0.255
C -0.337 -1.017 0.256
C 1.391 1.820 0.468
N 2.078 2.819 0.026
Cl 2.425 0.784 1.474
Br -2.265 1.161 1.114
Br -0.071 -0.314 -1.484
H -1.890 -2.588 -0.035
H -1.576 -1.878 1.584
H -2.904 -0.404 -0.774
H -3.745 -0.937 0.671
H 0.415 -1.782 0.465
H -0.033 -0.278 0.967
H 3.070 2.915 0.315
H 1.743 3.694 -0.499
*
```

natural (NBO) population analysis, charges in e, atoms 1 to 8: atom 1 (C): -0.45, atom 2 (C): -0.42, atom 3 (C): -0.47, atom 4 (C): 0.19, atom 5 (N): -0.95, atom 6 (Cl): -0.09, atom 7 (Br): -0.02, atom 8 (Br): 0.01

5.
Below is a 2-piece molecular cluster, C2H2O overall, with properties calculated with ωB97M-V with the def2-TZVPD basis set.

Properties
Electronic energy ... -152.46694 Ha
HOMO-LUMO gap (spin up / spin down) ... 0.29839 / 0.30136 Ha
Energy above the lowest of the compared OMol25 structures with the same formula, charge and spin ... 357.4 kJ/mol
HOMO energy (spin up / spin down) ... -9.05 / -9.23 eV

```
! RIJCOSX wB97M-V def2-TZVPD def2/J DEFGRID3
* xyz 0 1
C -1.232 0.100 0.387
C 0.975 0.025 -0.216
O -1.608 0.099 1.456
H 1.000 -1.090 -0.653
H 0.864 0.865 -0.974
*
```

Just the natural (NBO) charges please, in e? Sure, here they are: atom 1 (C): 0.58, atom 2 (C): -0.37, atom 3 (O): -0.46, atom 4 (H): 0.13, atom 5 (H): 0.12

6.
Below is C3H6O3Zn as an isolated structure, with properties calculated with ωB97M-V with the def2-TZVPD basis set.

Properties
Electronic energy ... -2122.86360 Ha
HOMO-LUMO gap ... 0.28198 Ha
Energy above the lowest of the compared OMol25 structures with the same formula, charge and spin ... 0.0 kJ/mol
HOMO energy ... -8.56 eV

```
! RIJCOSX wB97M-V def2-TZVPD def2/J DEFGRID3
* xyz 0 1
O -1.558 -1.490 0.303
C -0.670 -1.856 1.111
H -0.413 -2.926 1.195
H -0.407 -1.201 1.961
O -1.117 1.647 -0.955
C -0.043 1.979 -0.123
C 1.149 1.023 -0.320
O 0.750 -0.328 -0.368
Zn -1.030 -0.187 -0.983
H -0.344 1.934 0.948
H 0.312 3.014 -0.305
H 1.886 1.189 0.491
H 1.640 1.279 -1.282
*
```

natural (NBO) population analysis, charges in e, atoms 1 to 8: atom 1 (O): -0.73, atom 2 (C): 0.39, atom 3 (H): 0.15, atom 4 (H): 0.16, atom 5 (O): -1.00, atom 6 (C): -0.10, atom 7 (C): -0.10, atom 8 (O): -1.02

7.
Below is C30H47AsFeN4O as an isolated structure, with properties calculated with ωB97M-V with the def2-TZVPD basis set.

Properties
Electronic energy ... -4965.02607 Ha
HOMO-LUMO gap (spin up / spin down) ... 0.19751 / 0.23407 Ha
Energy above the lowest of the compared OMol25 structures with the same formula, charge and spin ... 28.6 kJ/mol
HOMO energy (spin up / spin down) ... -2.81 / -3.81 eV

```
! RIJCOSX wB97M-V def2-TZVPD def2/J DEFGRID3
* xyz -1 6
Fe -18.317 -1.123 -5.633
C -17.926 -3.145 -8.244
N -17.049 -2.432 -7.307
C -16.089 -1.592 -8.058
C -16.344 -3.281 -6.395
C -16.033 -4.613 -6.651
C -15.315 -5.348 -5.716
C -14.978 -4.745 -4.497
C -15.279 -3.415 -4.231
C -15.968 -2.648 -5.178
N -16.367 -1.330 -5.006
C -15.622 -0.576 -4.129
C -14.240 -0.773 -3.872
C -13.564 0.007 -2.949
C -14.217 1.027 -2.242
C -15.572 1.271 -2.531
C -16.259 0.488 -3.452
N -17.650 0.761 -3.801
C -18.482 0.901 -2.581
C -17.704 1.951 -4.617
H -17.426 -3.738 -9.031
H -18.528 -2.378 -8.742
H -18.562 -3.837 -7.688
H -16.646 -0.933 -8.709
H -15.387 -2.196 -8.666
H -15.495 -0.997 -7.361
H -16.288 -5.054 -7.615
H -15.121 -6.387 -5.873
H -14.522 -5.369 -3.731
H -15.071 -2.979 -3.269
H -13.695 -1.546 -4.406
H -12.529 -0.234 -2.725
H -13.667 1.625 -1.525
H -16.127 2.050 -2.013
H -18.224 1.803 -2.027
H -18.290 0.042 -1.945
H -19.528 0.939 -2.881
H -17.444 2.875 -4.091
H -18.703 2.033 -5.016
H -17.047 1.861 -5.493
C -17.696 1.336 -8.165
C -18.805 0.393 -8.416
C -19.596 0.333 -9.537
C -20.653 -0.547 -9.210
C -20.425 -0.996 -7.917
C -21.278 -1.973 -7.198
N -19.298 -0.411 -7.412
H -18.008 2.269 -7.667
H -17.236 1.686 -9.105
H -16.897 0.877 -7.573
H -19.463 0.893 -10.451
H -21.463 -0.857 -9.861
H -22.310 -1.894 -7.556
H -21.328 -1.785 -6.119
H -20.960 -3.024 -7.315
C -20.962 2.464 -7.088
As -21.452 1.434 -5.528
C -23.078 0.504 -6.096
C -22.056 2.740 -4.178
O -20.397 0.481 -4.794
H -21.725 3.230 -7.278
H -20.820 1.764 -7.930
H -20.021 2.962 -6.882
H -23.991 1.098 -5.971
H -23.155 -0.399 -5.497
H -22.995 0.241 -7.137
H -22.651 3.547 -4.573
H -21.182 3.176 -3.724
H -22.599 2.220 -3.388
C -20.774 -3.836 -3.168
C -19.338 -3.572 -3.733
C -18.700 -4.963 -3.997
C -18.591 -2.835 -2.611
C -19.374 -2.782 -5.001
H -20.701 -4.414 -2.237
H -21.340 -4.431 -3.871
H -21.303 -2.906 -2.988
H -18.680 -5.577 -3.091
H -17.673 -4.913 -4.379
H -19.301 -5.490 -4.748
H -18.529 -3.431 -1.699
H -19.143 -1.947 -2.375
H -17.617 -2.495 -2.920
H -19.878 -3.389 -5.765
*
```

Mulliken population analysis, charges in e, atoms 1 to 8: atom 1 (Fe): 0.09, atom 2 (C): -1.14, atom 3 (N): 1.35, atom 4 (C): -1.33, atom 5 (C): -0.60, atom 6 (C): -0.22, atom 7 (C): -1.00, atom 8 (C): -0.99

8.
Below is one molecule with the formula C2H3FN4, with properties calculated with ωB97M-V with the def2-TZVPD basis set.

Properties
Electronic energy ... -396.82783 Ha
HOMO-LUMO gap ... 0.35771 Ha
Energy above the lowest of the compared OMol25 structures with the same formula, charge and spin ... 170.6 kJ/mol
HOMO energy ... -9.03 eV
SMILES ... Nc1n[nH]c(F)n1

```
! RIJCOSX wB97M-V def2-TZVPD def2/J DEFGRID3
* xyz 0 1
N -0.378 0.868 -0.911
C -0.321 0.275 0.341
N 0.193 -0.958 0.495
N 0.054 -1.280 1.780
C -0.400 -0.300 2.522
F -0.657 -0.290 3.801
N -0.773 0.942 1.412
H -0.786 1.781 -0.851
H 0.516 0.949 -1.338
H 0.191 -2.246 2.021
*
```

natural (NBO) population analysis, charges in e, atoms 1 to 8: atom 1 (N): -0.81, atom 2 (C): 0.44, atom 3 (N): -0.39, atom 4 (N): -0.35, atom 5 (C): 0.69, atom 6 (F): -0.27, atom 7 (N): -0.51, atom 8 (H): 0.38

no.,F_max (eV/A)
1,1.05
2,0.78
3,3.11
4,7.68
5,2.57
6,2.61
7,2.72
8,6.35